No. 1
56
Properties=species:S:1:pos:R:3 method="wB97M-V/def2-TZVPD" total_energy_ha=-4236.26117 e_homo_ev=-7.786 smiles="CCOC(=O)c1c(NC(C)=O)sc2c(OC[C@H](O)CN(CC)CC)c(Br)ccc12" relative_energy_ev=0.340 homo_lumo_gap_ev=8.269
Br 2.055 -2.934 0.367
S -1.275 1.617 0.360
O 1.532 -0.149 0.547
O -2.282 3.896 0.418
O -5.583 0.360 -0.202
O 3.463 2.859 0.719
O -4.851 -1.760 -0.239
N 5.365 1.328 -0.523
N -3.851 2.319 0.135
C -2.099 -0.876 0.092
C 6.333 0.342 -0.071
C 0.323 -0.719 0.362
C 6.182 0.027 1.413
C -3.454 3.619 0.275
C -0.786 -2.878 0.089
C -4.580 4.612 0.231
C 5.920 1.124 -2.983
C -6.584 -2.171 -1.903
C -2.017 -2.266 0.003
C -0.927 -0.108 0.271
C 0.352 -2.112 0.262
C -6.192 -2.212 -0.433
C -3.271 -0.046 0.027
C -4.661 -0.443 -0.150
C 3.989 0.852 -0.526
C -2.953 1.293 0.156
C 3.228 1.476 0.661
C 5.761 2.012 -1.743
C 1.720 1.247 0.527
H 6.172 0.945 1.995
H 3.930 -0.239 -0.463
H 6.711 2.517 -1.541
H -5.292 4.399 1.025
H 5.265 -0.525 1.604
H -0.698 -3.951 0.020
H 7.327 0.765 -0.241
H 6.258 -0.598 -0.641
H 3.488 1.169 -1.445
H -4.822 2.017 0.010
H -5.099 4.541 -0.723
H 5.005 0.570 -3.180
H -5.882 -2.752 -2.496
H -6.583 -1.144 -2.260
H 4.404 2.967 0.509
H 1.206 1.735 1.362
H 6.143 1.742 -3.849
H 5.013 2.783 -1.946
H 6.731 0.413 -2.849
H -2.909 -2.850 -0.132
H -6.201 -3.235 -0.052
H 7.019 -0.585 1.741
H -6.868 -1.587 0.158
H 3.559 1.003 1.598
H -4.185 5.616 0.355
H 1.361 1.684 -0.412
H -7.581 -2.584 -2.025

***

No. 2
20
Properties=species:S:1:pos:R:3 method="wB97M-V/def2-TZVPD" total_charge=-1 total_energy_ha=-473.78026 e_homo_ev="0.292 / -5.568" relative_energy_ev=0.000 multiplicity=2 homo_lumo_gap_ev="3.524 / 9.261"
O 1.107 -1.472 -0.154
O -0.034 -2.174 1.663
N -0.185 0.904 -0.816
N -2.143 2.143 -0.624
N -1.874 0.166 0.579
C 0.416 1.829 -1.723
C 2.264 -2.745 1.523
C -1.400 1.075 -0.292
C 1.007 -2.081 0.956
H -2.736 0.364 1.040
H -1.811 2.827 -1.310
H 0.306 0.017 -0.612
H 1.369 1.446 -2.027
H -0.188 1.968 -2.623
H 0.571 2.802 -1.269
H -1.276 -0.629 0.950
H 2.115 -3.839 1.552
H 3.124 -2.529 0.904
H -3.076 2.276 -0.236
H 2.444 -2.349 2.518

***

No. 3
15
Properties=species:S:1:pos:R:3 method="wB97M-V/def2-TZVPD" total_charge=+1 total_energy_ha=-726.53692 e_homo_ev=-12.742 relative_energy_ev=4.258 homo_lumo_gap_ev=7.514
Cl 1.780 0.034 0.461
N -2.301 -0.499 0.677
N -1.174 1.043 -0.396
C -0.420 -0.069 -0.710
C -1.364 -1.202 -0.178
C -2.228 0.848 0.400
C 3.545 0.183 -0.121
H -2.802 -0.852 1.511
H -3.011 1.574 0.876
H -0.914 -2.119 0.214
H 3.496 0.526 -1.151
H 4.003 0.884 0.527
H 4.060 -0.752 -0.154
H -1.691 -1.542 -1.226
H -0.979 1.943 -0.730

***

no.,F_max (eV/A)
1,0.8
2,1.5
3,4.2